Formula: C24H32B4CuF12N4O2V
Source: OMol25
Level of theory: the ωB97M-V functional and the def2-TZVPD basis

Geometry (Å):
Cu1 2.110386 0.490085 -2.743873
V1 1.969958 -0.260174 1.406095
F1 2.766820 2.436210 -3.353180
F2 4.220105 1.081233 -2.272046
F3 4.172432 -2.967601 -1.105249
F4 3.430356 2.927911 -1.203930
F5 -1.872394 1.053731 -3.585012
F6 2.897975 -1.257452 -1.983164
F7 4.984521 3.070435 -2.933013
F8 4.543239 -0.852108 -0.387778
F9 -0.168463 0.798059 -5.129955
F10 0.215153 1.978824 -3.236359
F11 2.594783 -1.918732 0.198627
F12 -0.041474 -0.256705 -3.089742
O1 2.426384 0.830463 2.519945
O2 0.477981 -0.771743 1.762817
N1 -1.042452 1.634602 4.435329
N2 -4.311620 -1.920979 -0.366297
N3 -0.137750 4.129744 -2.007558
N4 2.024062 -4.818856 0.530698
C1 0.682546 3.873250 0.191201
C2 -5.700312 -1.613510 -0.761375
C3 -0.623147 2.712000 1.940869
C4 0.095011 4.606720 -3.394957
C5 3.344628 -5.384672 0.732903
C6 -1.357212 3.718336 -1.633766
C7 -4.121032 -2.917497 0.506031
C8 0.050657 3.218267 3.061657
C9 -0.529709 3.299519 0.580486
C10 -2.878779 -3.477904 0.698860
C11 -1.991234 -1.943310 -0.924135
C12 -1.403583 1.546196 2.108696
C13 -1.599933 1.041785 3.375862
C14 -1.568897 3.245395 -0.342814
C15 -0.088170 2.573042 4.281915
C16 -1.483450 1.218092 5.799848
C17 -0.474994 -3.677775 0.191991
C18 1.508100 -4.680509 -0.704383
C19 0.084755 -3.847102 1.450194
C20 -1.797633 -3.042729 -0.059497
C21 0.319555 -4.010905 -0.915840
C22 1.329720 -4.408369 1.617889
C23 0.865862 4.254211 -1.124425
C24 -3.265418 -1.455651 -1.092007
B1 -0.509119 0.892558 -3.799423
B2 3.880091 2.435147 -2.438884
B3 3.611111 -1.741860 -0.812966
B4 1.457019 0.937315 -0.611774
H1 -5.889975 -2.039848 -1.747296
H2 -2.544372 2.817647 -0.167380
H3 1.048626 1.239805 0.402564
H4 -0.660383 4.100628 -3.994117
H5 0.443736 2.985451 5.127900
H6 1.071955 4.277483 -3.733736
H7 1.388934 1.834410 -1.325093
H8 -2.184440 3.794458 -2.323320
H9 -0.530861 -3.483472 2.262992
H10 3.315635 -6.464514 0.858610
H11 -1.183571 0.188459 5.969266
H12 2.192168 -4.937027 -1.502847
H13 -0.047053 5.681538 -3.476199
H14 -3.590765 -0.788787 -1.881388
H15 1.769024 4.716123 -1.497429
H16 1.570421 3.853805 0.809763
H17 -5.822241 -0.540642 -0.915371
H18 -1.980185 1.181040 1.273753
H19 -4.974470 -3.379580 0.984111
H20 -2.237484 0.189990 3.563798
H21 -6.449217 -1.950846 -0.054296
H22 0.570046 4.150679 2.886085
H23 -2.556200 1.382078 5.835217
H24 -1.165737 -1.550217 -1.505022
H25 -2.850905 -4.276688 1.428279
H26 -0.988032 1.891101 6.493296
H27 2.550198 0.673178 -0.399596
H28 1.716116 -4.561117 2.614591
H29 3.798559 -4.946825 1.625523
H30 0.972624 -0.017243 -1.061074
H31 4.083232 -5.045228 0.005573
H32 0.068143 -3.752820 -1.935666

Atoms 1-2, force components in eV/Å:
1.0 0.4 0.3
-1.8 2.7 0.3

* E_LUMO (spin up / spin down): -0.3514 / -0.4086 Ha
* Kohn-Sham gap (spin up / spin down): 0.3109 / 0.2536 hartree
* spin multiplicity: 2
* charge: +3
* <S²>: 0.751

Atomic partial charges in e from the Löwdin method, atoms 1 to 2:
1. Cu 1.030
2. V 1.021